Record 1
The following is a DFT calculation (ωB97M-V/def2-TZVPD) of a structure of composition C22H35ClO2P2Sn at a distorted geometry.

XYZ file:
```
63
Properties=species:S:1:pos:R:3
P 0.34186 -2.25860 -0.08086
P -0.05834 1.28343 0.27501
C -0.04089 -1.05455 -1.41834
C 0.47638 0.38199 -1.22624
H -1.12665 -1.04024 -1.60883
H 0.43986 -1.45931 -2.31265
H 1.57849 0.41999 -1.25312
H 0.12564 1.00514 -2.05799
C -1.68640 2.01352 -0.04751
H -1.98602 2.61035 0.82826
H -2.44601 1.23667 -0.21835
H -1.62836 2.66544 -0.93012
C 1.12652 2.57473 0.66227
H 1.01462 3.40282 -0.05422
H 2.14487 2.16700 0.59574
H 0.94253 2.92439 1.68904
C -0.74966 -3.67218 -0.42796
H -0.58690 -4.41457 0.36344
H -0.52893 -4.12028 -1.40322
H -1.79725 -3.35397 -0.38484
C 2.05362 -2.80164 -0.41043
H 2.74571 -1.95112 -0.32898
H 2.13860 -3.25668 -1.40887
H 2.32421 -3.54430 0.35533
Sn -0.55989 -0.57378 1.96903
C 0.66551 1.19814 -4.30453
C -0.67201 1.25040 -4.14834
C -1.61632 0.57002 -5.09281
C -1.21607 -0.87504 -5.54776
C -0.52238 -1.72301 -4.51679
C 0.81193 -1.79946 -4.37739
C 1.77254 -0.97906 -5.18913
C 1.35651 0.50599 -5.44554
C 0.29198 -1.93589 3.42525
H 1.33875 1.73295 -3.62590
H -1.13303 1.93951 -3.43193
H -1.72236 1.19207 -5.99871
H -2.61362 0.50919 -4.63637
H -2.15261 -1.39077 -5.80693
H -0.62540 -0.81233 -6.47208
H -1.19018 -2.35632 -3.91829
H 1.26774 -2.59349 -3.76848
H 1.91854 -1.46912 -6.16555
H 2.75389 -0.96690 -4.69669
H 2.28489 1.06486 -5.63720
H 0.76358 0.56075 -6.36709
H 1.04811 -1.36079 3.97301
H 0.71824 -2.83083 2.95766
H -0.55344 -2.19327 4.07941
Cl -0.43080 2.38611 10.22746
C -0.48164 2.07447 8.54066
C -1.61963 1.47895 7.96166
C -1.65038 1.21253 6.58717
C -0.54359 1.51270 5.76461
C 0.54936 2.16121 6.34539
C 0.59530 2.43977 7.71867
C -0.49734 1.10319 4.30958
O -1.53993 0.50211 3.81945
O 0.56161 1.28778 3.64285
H -2.45741 1.23307 8.60338
H -2.55255 0.78808 6.14696
H 1.38098 2.47570 5.71761
H 1.45363 2.92248 8.16114
```

- LUMO level: 0.37 eV
- Frontier orbital gap: 5.920 eV
- DFT total energy: -64406.1414 eV
- Energy relative to the best compared isomer or geometry (same formula, charge and spin): 0.0 kJ/mol

Löwdin population analysis, charges in e, atoms 1 to 8:
1. P 0.713
2. P 0.689
3. C -0.429
4. C -0.400
5. H 0.092
6. H 0.020
7. H 0.093
8. H 0.018



Record 2
The following is a DFT calculation (ωB97M-V/def2-TZVPD) of a cluster of 2 separate species, C22H35F2N3O6PS4 in total at a distorted geometry.

XYZ file:
```
73
Properties=species:S:1:pos:R:3
C -3.59442 6.95260 -0.08777
C -2.85324 6.22392 1.10693
C -3.92365 5.48004 1.98118
C -4.10642 3.95026 1.57927
C -4.59473 3.18135 2.85305
C -4.08801 1.70245 2.98399
C -2.56291 1.49678 2.68188
C -2.44455 0.88403 1.22619
C -2.86857 -0.64449 1.26621
C -1.60384 -1.57311 1.43958
C -1.62922 -2.81512 0.46719
C -0.15964 -3.27303 0.17707
N 0.15896 -3.45235 -1.27554
C 1.58121 -3.74379 -1.32609
O 2.10908 -4.80936 -1.23570
C 2.34245 -2.42069 -1.57713
C 3.71272 -2.09289 -1.44119
C 4.09541 -0.74737 -1.80784
P 5.83950 -0.16083 -1.68414
S 5.98535 1.17368 -0.25259
C 3.08980 0.17549 -2.28476
N 3.48678 1.50970 -2.69761
C 3.74044 1.43528 -4.18565
C 2.91880 2.46548 -5.00713
C 1.68416 -0.17322 -2.38678
S 0.38099 0.93845 -2.95767
C 1.31406 -1.50869 -2.01731
C -0.06012 -2.23907 -2.00135
O -1.05714 -1.78963 -2.49197
H -3.28318 8.01840 -0.14612
H -4.70294 6.93016 0.03395
H -3.39508 6.43260 -1.05434
H -2.05821 5.53212 0.75711
H -2.35294 7.01613 1.71392
H -4.93515 5.94187 1.93253
H -3.57548 5.54395 3.04124
H -3.11510 3.62903 1.19925
H -4.83443 3.90103 0.73487
H -4.40116 3.72772 3.80194
H -5.71099 3.12012 2.77325
H -4.71792 1.00337 2.39332
H -4.24059 1.41447 4.05637
H -2.05944 2.49330 2.64006
H -2.02626 0.87772 3.42900
H -1.41902 0.96129 0.81094
H -3.21372 1.38771 0.59282
H -3.49878 -0.80539 2.17286
H -3.48850 -0.90526 0.38304
H -0.67338 -0.97051 1.31715
H -1.58684 -1.97227 2.47650
H -2.17335 -3.63762 0.98732
H -2.21857 -2.56737 -0.43806
H -0.02687 -4.27020 0.66148
H 0.58786 -2.59430 0.65965
H 4.42773 -2.84580 -1.07160
H 6.63955 -1.28723 -1.37244
H 6.22175 0.44460 -2.91817
H 2.72201 2.15629 -2.51345
H 4.83451 1.51569 -4.37041
H 3.44459 0.41988 -4.55029
H 1.84101 2.22878 -5.08773
H 3.32112 2.43557 -6.05179
H 3.02833 3.51470 -4.65758
H 0.22401 1.92642 -2.02675
N 3.77650 -7.50593 1.07215
S 2.28220 -7.95922 1.31222
O 1.32937 -6.91954 1.57750
O 2.07921 -9.20347 1.99262
F 1.90325 -8.35601 -0.18669
S 4.46794 -6.97967 2.38211
O 5.69182 -6.27927 2.12079
O 4.47919 -7.84991 3.51990
F 3.51267 -5.78978 2.85521
```

- Total charge: -1
- LUMO level: 0.94 eV
- Frontier orbital gap: 7.544 eV
- DFT total energy: -98201.5597 eV

Löwdin population analysis, charges in e, atoms 1 to 8:
1. C -0.120
2. C -0.243
3. C -0.226
4. C -0.199
5. C -0.206
6. C -0.215
7. C -0.199
8. C -0.201